No. 1
{
  "formula": "C38H51GeIN3OS2ScSi4",
  "method": "wB97M-V/def2-TZVPD",
  "homo_ev": [-5.0, -5.0],
  "lumo_ev": [2.19, 0.58],
  "charge": -1,
  "multiplicity": 2,
  "max_force_ev_per_a": 0.796,
  "s2": 0.754,
  "de_lowest_kj_mol": 89.8,
  "orbital_gap_ev": [7.2, 5.5],
  "energy_ev": -185257.822,
  "symbols": ["Sc", "I", "C", "C", "C", "C", "C", "C", "C", "C", "C", "C", "H", "H", "H", "H", "H", "H", "C", "Si", "C", "C", "N", "C", "C", "C", "C", "C", "C", "O", "C", "C", "C", "C", "C", "C", "H", "H", "H", "H", "H", "H", "H", "H", "H", "H", "H", "H", "H", "H", "H", "H", "H", "H", "S", "C", "S", "C", "C", "N", "C", "N", "C", "Si", "C", "C", "Ge", "Si", "C", "C", "C", "Si", "C", "C", "C", "H", "H", "H", "H", "H", "H", "H", "H", "H", "H", "H", "H", "H", "H", "H", "H", "H", "H", "H", "H", "H", "H", "H", "H", "H", "H", "H"],
  "coordinates": [[-0.90788, 0.90594, 0.43320], [-1.33431, 0.20800, 3.52304], [-2.39840, -1.51206, 3.06183], [-3.12898, -2.13940, 4.02769], [-3.82439, -3.32802, 3.71246], [-3.75981, -3.83485, 2.44955], [-3.00799, -3.18609, 1.43586], [-2.98903, -3.70699, 0.11877], [-2.28063, -3.06355, -0.85269], [-1.56011, -1.89291, -0.53513], [-1.53587, -1.30613, 0.71407], [-2.29079, -1.98992, 1.72321], [-3.17669, -1.73378, 5.02986], [-4.40653, -3.82520, 4.47832], [-4.29267, -4.74434, 2.19439], [-3.55532, -4.60647, -0.09709], [-2.26981, -3.44137, -1.86975], [-1.03800, -1.41675, -1.36262], [-5.25443, 2.60696, -0.83725], [-4.32679, 1.22271, 0.02391], [-4.16598, 1.71493, 1.81818], [-5.37113, -0.34528, 0.00000], [-2.75529, 0.99723, -0.68671], [-2.64309, 0.74250, -2.02835], [-3.69766, 0.35671, -2.88666], [-3.50292, 0.10168, -4.23339], [-2.24290, 0.20132, -4.80842], [-1.17254, 0.55907, -3.99951], [-1.39115, 0.81761, -2.66331], [-0.31078, 1.13398, -1.80460], [0.68198, 1.94528, -2.38126], [0.39240, 3.27227, -2.64606], [1.36395, 4.05112, -3.25327], [2.58800, 3.49767, -3.61447], [2.84931, 2.16430, -3.34737], [1.89381, 1.37934, -2.71268], [-6.25546, 2.70250, -0.40331], [-5.36407, 2.45915, -1.91318], [-4.72663, 3.55209, -0.67933], [-5.07122, 2.26868, 2.09110], [-3.32162, 2.37696, 2.01365], [-4.10128, 0.84890, 2.47948], [-6.08922, -0.31209, 0.82649], [-4.73706, -1.22565, 0.14476], [-5.93915, -0.48663, -0.92236], [-4.69073, 0.24656, -2.47461], [-4.35404, -0.18436, -4.84030], [-2.08824, 0.00188, -5.86026], [-0.17193, 0.64500, -4.40434], [-0.56653, 3.68074, -2.36141], [1.16111, 5.09737, -3.44221], [3.34094, 4.11393, -4.08961], [3.80650, 1.72977, -3.60995], [2.07936, 0.34373, -2.47638], [0.83293, 2.22838, 1.93470], [0.22749, 3.71291, 1.26006], [-1.22845, 3.54771, 0.36243], [0.89918, 4.90580, 1.43557], [2.10873, 4.97801, 2.19051], [3.08623, 5.04415, 2.79985], [0.42484, 6.11671, 0.84394], [0.04688, 7.09990, 0.37529], [5.09469, 0.28060, -0.43953], [3.65809, 1.03667, 0.52680], [4.33682, 1.27083, 2.25902], [3.41668, 2.75568, -0.18463], [1.80433, -0.57235, 0.55445], [1.97977, -2.40030, -1.06248], [3.79486, -2.82302, -1.34072], [1.29020, -2.13366, -2.79544], [1.21430, -3.99088, -0.41194], [2.09964, -1.66512, 2.67717], [2.25458, -0.47394, 4.13076], [3.73914, -2.57374, 2.45018], [0.85900, -2.96349, 3.21750], [5.93034, 0.98590, -0.36061], [4.86335, 0.16315, -1.50261], [5.43170, -0.68152, -0.04914], [5.25673, 1.85470, 2.14011], [4.59373, 0.33858, 2.76719], [3.66041, 1.85228, 2.88578], [3.64209, 3.46935, 0.61215], [2.41362, 2.97847, -0.54404], [4.12090, 2.91984, -1.00249], [4.40120, -1.99060, -1.69116], [3.81159, -3.60010, -2.11510], [4.26135, -3.23597, -0.44354], [1.98068, -1.58777, -3.44126], [0.32398, -1.63031, -2.83677], [1.16473, -3.13236, -3.22939], [1.09913, -4.01873, 0.67098], [1.86484, -4.82092, -0.70775], [0.22770, -4.15722, -0.84384], [3.25363, -0.54654, 4.57014], [1.52514, -0.75717, 4.89428], [2.07695, 0.57093, 3.87476], [4.52573, -1.94471, 2.02503], [3.61482, -3.44544, 1.80171], [4.08097, -2.93040, 3.42845], [-0.09049, -2.51478, 3.50805], [1.28862, -3.43362, 4.11079], [0.64831, -3.74995, 2.49284]]
}



No. 2
{
  "formula": "C38H51N2O4P2RhS2Te",
  "method": "wB97M-V/def2-TZVPD",
  "homo_ev": [-7.1, -7.1],
  "lumo_ev": [-1.66, -1.67],
  "max_force_ev_per_a": 2.874,
  "de_lowest_kj_mol": 266.6,
  "orbital_gap_ev": [5.4, 5.4],
  "energy_ev": -101952.991,
  "symbols": ["Rh", "C", "C", "C", "P", "C", "C", "C", "C", "C", "C", "C", "C", "C", "N", "C", "C", "C", "C", "C", "C", "P", "C", "C", "C", "C", "C", "C", "H", "H", "H", "H", "H", "H", "H", "H", "H", "H", "H", "H", "H", "H", "H", "H", "H", "H", "H", "H", "H", "H", "H", "H", "H", "H", "H", "H", "H", "H", "H", "H", "H", "H", "H", "H", "Te", "C", "C", "C", "C", "S", "H", "H", "H", "C", "C", "C", "C", "C", "C", "C", "S", "O", "O", "N", "C", "C", "C", "O", "O", "H", "H", "H", "H", "H", "H", "H", "H", "H", "H", "H", "H"],
  "coordinates": [[0.09941, -0.60193, -0.72552], [3.65291, 2.60727, -2.26732], [2.65561, 1.48197, -2.51962], [2.23921, 1.39197, -3.98492], [1.12051, 1.45137, -1.43992], [0.08611, 2.98857, -1.78942], [0.76011, 4.28237, -2.23382], [-1.01179, 2.58827, -2.77742], [1.87431, 1.76827, 0.19978], [2.04041, 2.98807, 0.83268], [2.63911, 3.05937, 2.08308], [3.03631, 1.89667, 2.72948], [2.85531, 0.66737, 2.13338], [2.29721, 0.57827, 0.84828], [2.08071, -0.58513, 0.18088], [2.92711, -1.63523, 0.16298], [4.26111, -1.53643, 0.60908], [5.10031, -2.62443, 0.59008], [4.65741, -3.84153, 0.09238], [3.38161, -3.93763, -0.43902], [2.51131, -2.85823, -0.42772], [0.88431, -2.83423, -1.26252], [1.31171, -3.26133, -3.04592], [2.36091, -2.24763, -3.49292], [1.76911, -4.67423, -3.38272], [-0.08979, -4.26613, -0.54322], [-1.28309, -4.54483, -1.45672], [0.63911, -5.54793, -0.15212], [4.60681, 2.35417, -2.72762], [3.81931, 2.74177, -1.20042], [3.31981, 3.54677, -2.69672], [3.14891, 0.54217, -2.22932], [1.86361, 2.34807, -4.33992], [1.45231, 0.64827, -4.11222], [3.08511, 1.11157, -4.61022], [-0.39699, 3.16427, -0.81352], [1.07681, 4.23187, -3.27312], [1.62081, 4.52597, -1.61842], [0.04481, 5.10167, -2.15012], [-0.61409, 2.48217, -3.78562], [-1.80229, 3.33807, -2.79702], [-1.45559, 1.63137, -2.48422], [1.71091, 3.89877, 0.35608], [2.79331, 4.02087, 2.55278], [3.49231, 1.95607, 3.70858], [3.10831, -0.23703, 2.66418], [4.62511, -0.57873, 0.94758], [6.10851, -2.52503, 0.96468], [5.31061, -4.70053, 0.09128], [3.07341, -4.88113, -0.85772], [0.37771, -3.05373, -3.58702], [3.34171, -2.51303, -3.09922], [2.09721, -1.25713, -3.12182], [2.42081, -2.20793, -4.57932], [2.71371, -4.90153, -2.89562], [1.92211, -4.74863, -4.45962], [1.03031, -5.41833, -3.10052], [-0.45449, -3.82853, 0.39408], [-0.97719, -5.04663, -2.37262], [-1.77919, -3.61283, -1.72462], [-2.00219, -5.18613, -0.94792], [1.10021, -6.04633, -1.00042], [-0.08739, -6.23523, 0.28288], [1.39401, -5.34733, 0.60428], [-1.91189, 1.06097, 0.56438], [-3.65099, 2.17577, 0.13478], [-3.84229, 3.50707, -0.10092], [-5.20289, 3.86937, -0.18162], [-6.03619, 2.80927, -0.01822], [-5.17199, 1.35017, 0.25728], [-3.02679, 4.20217, -0.19232], [-5.54799, 4.87377, -0.35632], [-7.10699, 2.78697, -0.05012], [-1.33249, 4.77467, 3.06428], [-1.90539, 3.44367, 3.44388], [-3.27999, 3.25967, 3.52788], [-3.80769, 2.01747, 3.83798], [-2.95259, 0.95937, 4.07248], [-1.58129, 1.11807, 3.99848], [-1.06149, 2.36177, 3.68028], [-3.62819, -0.67423, 4.31378], [-2.63369, -1.53003, 4.89788], [-4.89119, -0.57683, 4.98408], [-3.90289, -1.11753, 2.70698], [-3.58129, -2.49953, 2.39898], [-3.34009, -2.68883, 0.90768], [-2.10949, -1.91793, 0.43388], [-2.16189, -1.45483, -0.73932], [-1.14029, -1.72393, 1.19308], [-2.09759, 5.54687, 3.07388], [-0.91629, 4.71287, 2.05908], [-0.53169, 5.05507, 3.74568], [-3.93629, 4.09497, 3.32918], [-4.87089, 1.85147, 3.89838], [-0.93999, 0.26967, 4.17768], [0.00771, 2.49737, 3.59998], [-3.35559, -0.48503, 2.12328], [-4.42699, -3.10033, 2.74118], [-2.68779, -2.81683, 2.95088], [-4.18619, -2.33283, 0.31878], [-3.19629, -3.75083, 0.69978]]
}